# 1
The following is a quantum chemistry calculation of C24H23LaN7O2S as an isolated structure, from the OMol25 dataset.

Last column: Löwdin charge in e.
Cartesian coordinates (Å):
La 11.1383 -3.2891 12.6289  2.12
C 15.1042 -1.5128 11.1889  -0.05
C 14.0277 -0.8137 12.0464  -0.37
C 12.8656 -0.3315 11.1709  -0.06
C 13.5463 -1.6611 13.1951  -0.28
C 12.6893 -1.1066 14.1625  -0.07
C 12.1958 -1.8675 15.2293  -0.05
C 12.5855 -3.2363 15.3870  -0.29
C 12.2459 -4.0009 16.6359  -0.03
C 13.3293 -3.8315 14.3218  -0.12
C 13.8838 -3.0312 13.2988  -0.10
H 15.5193 -0.8501 10.4438  0.09
H 14.6625 -2.3552 10.6850  0.08
H 15.9241 -1.8863 11.8005  0.09
H 14.4691 0.1222 12.4630  0.16
H 12.3035 -1.1670 10.6812  0.07
H 13.2421 0.2793 10.3401  0.10
H 12.1293 0.2465 11.7603  0.08
H 12.5232 -0.0384 14.1381  0.13
H 11.5921 -1.3830 15.9587  0.12
H 12.8976 -3.6663 17.4626  0.11
H 12.3869 -5.0729 16.4654  0.09
H 11.1827 -3.8482 16.9220  0.10
H 13.5831 -4.8817 14.3737  0.13
H 14.5950 -3.4723 12.5970  0.13
N 8.1563 -9.6182 9.3623  0.12
C 9.1807 -8.7193 9.4939  -0.29
C 9.4049 -7.8492 8.3686  -0.01
C 10.2730 -6.8129 8.4913  -0.06
C 10.8864 -6.6718 9.7482  -0.29
C 10.8251 -7.5845 10.8105  -0.07
C 9.9539 -8.6525 10.6925  -0.03
S 11.8821 -5.2590 10.1602  0.63
O 12.1852 -5.3286 11.6455  -0.52
O 12.9513 -5.1777 9.2271  -0.28
N 11.1213 -3.8419 9.9337  -0.18
C 9.7592 -3.8263 9.9722  -0.56
N 9.0606 -4.0697 8.8779  0.16
C 7.7389 -4.0357 8.9437  -0.06
C 7.0138 -3.6193 10.0853  0.00
C 7.8212 -3.2950 11.1585  -0.10
N 9.1710 -3.3969 11.0971  -0.09
H 7.5231 -9.3564 8.6205  0.10
H 7.7508 -10.0089 10.2060  0.11
H 8.8886 -8.0389 7.4408  0.12
H 10.4836 -6.1133 7.7170  0.11
H 11.4245 -7.3678 11.6945  0.11
H 9.8128 -9.3536 11.5044  0.11
H 7.3187 -4.3969 8.0212  0.12
H 5.9422 -3.4566 10.0807  0.12
H 7.4798 -3.0277 12.1779  0.12
N 9.6195 -4.7891 13.7566  -0.05
C 9.3592 -5.9579 13.7329  -0.14
C 8.8482 -7.2173 13.4132  -0.28
C 7.8352 -7.2661 12.3987  -0.21
N 7.0721 -7.3960 11.5218  0.17
C 9.2534 -8.4404 13.9525  -0.24
N 9.4938 -9.4916 14.4181  0.16

Calculated total energy: -51476.2966 eV
HOMO level: -10.3 eV
Total charge: +1
Gap between HOMO and LUMO: 5.966 eV
E_LUMO: -4.332 eV
ΔE to the lowest compared entry with this formula, charge and spin: 0.0 kcal/mol



# 2
The following is a quantum chemistry calculation of an isolated ion of composition C6H15N2O and charge +1, from the OMol25 dataset.

Last column: Löwdin charge in e.
Cartesian coordinates (Å):
C 2.4239 -0.2501 0.8710  -0.12
C 1.1756 0.0509 -0.1151  -0.25
C -1.2427 -0.0443 0.4795  -0.39
C 1.2512 -0.7684 -1.4833  -0.03
C -2.2840 -0.4784 1.5328  0.00
C -1.2528 1.1688 -1.7876  0.01
N 0.0138 -0.4276 0.6522  0.15
N -1.8152 0.4345 -0.6228  0.08
O 2.0741 0.3999 2.1498  -0.05
H 2.4294 -1.2928 0.8989  0.10
H 3.3236 0.1062 0.4622  0.11
H 1.1373 1.1271 -0.2253  0.14
H 2.2133 -1.3068 -1.5142  0.09
H 1.3656 -0.1358 -2.3625  0.07
H 0.2755 -1.4092 -1.5794  0.12
H -3.2064 0.1289 1.4254  0.09
H -1.8613 -0.3024 2.5194  0.08
H -2.4159 -1.5674 1.3529  0.10
H -0.7301 2.0334 -1.3773  0.11
H -0.8288 0.2493 -2.2871  0.11
H -2.1654 1.5839 -2.3435  0.13
H 0.1692 -0.5823 1.5857  0.11
H -2.8622 0.4177 -0.7436  0.18
H 2.8122 0.8650 2.5120  0.08

Calculated total energy: -11480.7702 eV
HOMO level (alpha / beta): -9.7 / -14.4 eV
2S+1: 3
Total charge: +1
Gap between HOMO and LUMO (alpha / beta): 6.990 / 6.722 eV
E_LUMO (alpha / beta): -2.674 / -7.700 eV
ΔE to the lowest compared entry with this formula, charge and spin: 23.0 kcal/mol